[1]
DFT (ωB97M-V/def2-TZVPD) results for a structure of composition C17H22N4O2S at a distorted geometry.

gap between HOMO and LUMO	8.351	eV
multiplicity	1
energy	-38861.6409	eV

Structure (XYZ):
```
46
C17H22N4O2S ωB97M-V/def2-TZVPD
C 1.49 -2.67 -2.39
N 1.07 -1.27 -2.02
C -0.07 -0.64 -2.28
N 0.00 0.60 -1.58
N 1.19 0.92 -0.95
C 1.93 -0.39 -1.10
C 3.30 -0.74 -0.54
O 3.77 0.24 0.30
C 3.10 0.09 1.49
C 1.98 -0.91 1.77
C 1.57 -1.08 2.91
C 1.94 -0.04 3.96
C 2.67 1.04 3.83
C 3.39 0.84 2.46
H 4.17 1.76 2.28
H 3.05 1.46 4.64
H 1.16 -0.11 5.09
H 0.63 -1.76 3.28
H 1.72 -1.64 0.85
H 3.47 -1.85 -0.49
H 4.11 -0.31 -1.54
S -1.22 -1.51 -2.90
C -2.48 -0.07 -2.93
H -3.24 -0.38 -3.58
H -1.85 1.10 -3.32
C -3.29 0.10 -1.58
O -4.42 -0.33 -1.20
N -2.47 0.75 -0.75
H -1.58 1.02 -0.72
C -3.02 0.90 0.81
C -1.90 0.25 1.63
H -1.09 -0.02 1.15
H -2.44 -0.61 2.23
C -1.50 1.42 2.78
H -2.11 1.43 3.63
H -0.37 1.03 2.86
C -1.56 2.77 1.78
H -0.83 2.42 1.21
H -1.51 3.49 2.46
C -2.79 2.30 1.18
H -3.20 2.97 0.37
H -3.65 2.40 1.99
H -3.91 0.52 0.94
H 0.72 -2.92 -2.90
H 1.80 -3.23 -1.55
H 2.34 -2.51 -2.99
```

***

[2]
DFT (ωB97M-V/def2-TZVPD) results for the molecule C3H6N4 at a distorted geometry.

gap between HOMO and LUMO	10.377	eV
multiplicity	1
energy	-9168.0359	eV

Structure (XYZ):
```
13
C3H6N4 ωB97M-V/def2-TZVPD
C 0.21 0.71 0.10
C -0.16 -0.75 0.42
N 1.58 0.82 -0.31
N -1.45 -0.94 0.84
N 0.70 -1.68 0.55
C -0.78 0.90 -1.04
N -1.47 1.20 -1.90
H -0.01 1.37 0.94
H 1.77 0.23 -1.12
H 1.84 1.77 -0.52
H -1.70 -1.90 1.02
H -2.18 -0.38 0.43
H 1.66 -1.36 0.61
```

***

[3]
DFT (ωB97M-V/def2-TZVPD) results for a cluster of 15 separate species, C18H62F3N28O16 in total at a distorted geometry.

gap between HOMO and LUMO (spin up / spin down)	1.460 / 8.729	eV
⟨S²⟩	0.750
charge	-2
multiplicity	2
energy	-102313.5860	eV

Structure (XYZ):
```
127
C18H62F3N28O16 ωB97M-V/def2-TZVPD
C -1.52 0.09 -1.39
O -0.52 0.09 -0.33
O -2.76 -0.09 -0.75
C -1.35 1.34 -2.26
F -0.88 0.98 -3.43
F -2.41 2.02 -2.57
F -0.60 2.28 -1.71
C 0.88 -0.08 -0.65
C 1.47 -0.21 0.82
H 2.53 0.00 0.66
H 1.15 0.60 1.49
H 1.30 -1.15 1.35
H 1.42 0.67 -1.21
H 1.12 -1.05 -1.08
H -1.22 -0.80 -1.95
C 4.51 1.09 3.81
O 4.65 1.70 4.87
N 3.58 0.28 3.55
N 5.09 1.43 2.67
H 3.36 0.21 2.57
H 2.85 0.16 4.25
H 5.66 2.26 2.81
H 4.98 1.00 1.77
C 2.01 2.26 -4.51
O 2.77 1.86 -5.41
N 1.63 1.62 -3.48
N 1.45 3.39 -4.39
H 1.79 0.62 -3.42
H 1.03 2.09 -2.82
H 0.62 3.62 -3.86
H 1.88 4.08 -4.99
C -0.95 -4.00 1.25
O -0.48 -5.10 1.57
N -2.09 -3.45 1.68
N -0.36 -3.19 0.39
H -2.45 -3.93 2.50
H -2.43 -2.56 1.35
H -0.86 -2.40 0.00
H 0.64 -3.15 0.52
C -5.23 -2.18 -2.89
O -6.02 -2.86 -3.45
N -4.23 -1.53 -3.50
N -5.34 -1.93 -1.63
H -4.12 -1.68 -4.50
H -3.72 -1.01 -2.80
H -4.63 -1.34 -1.22
H -5.91 -2.53 -1.06
C 2.38 3.94 2.02
O 2.36 4.34 0.90
N 1.91 2.92 2.54
N 2.93 4.70 2.98
H 2.27 2.68 3.45
H 1.22 2.32 2.10
H 3.02 4.34 3.92
H 3.27 5.59 2.63
C -2.40 3.57 1.28
O -2.73 4.31 2.12
N -3.15 2.66 0.74
N -1.20 3.37 0.87
H -2.83 2.00 0.05
H -4.15 2.60 0.88
H -1.09 2.68 0.14
H -0.54 4.13 0.96
C 5.80 1.11 -0.62
O 4.67 0.78 -0.64
N 6.25 2.12 -0.02
N 6.82 0.54 -1.23
H 5.62 2.82 0.35
H 7.23 2.32 -0.08
H 6.43 -0.27 -1.70
H 7.80 0.72 -1.08
C -3.37 -0.43 2.69
O -3.53 -0.98 3.80
N -2.22 -0.30 2.17
N -4.41 -0.32 1.96
H -2.14 -0.04 1.20
H -1.42 -0.35 2.77
H -4.18 -0.54 1.00
H -5.31 -0.44 2.38
C 5.06 -2.96 -0.65
O 6.02 -2.70 -1.28
N 4.83 -4.06 -0.03
N 4.02 -2.14 -0.51
H 4.04 -4.17 0.59
H 5.54 -4.75 -0.22
H 3.16 -2.49 -0.13
H 4.26 -1.18 -0.32
C -6.42 1.89 -1.10
O -7.40 2.58 -0.96
N -5.77 1.24 -0.15
N -6.01 1.64 -2.30
H -5.03 0.59 -0.38
H -5.79 1.54 0.82
H -6.56 2.01 -3.06
H -5.27 0.96 -2.42
C -2.48 -5.02 -2.63
O -2.49 -6.07 -2.05
N -2.43 -4.88 -3.89
N -2.10 -3.93 -2.03
H -2.57 -4.01 -4.39
H -2.47 -5.75 -4.41
H -2.34 -3.08 -2.52
H -1.78 -3.96 -1.08
C 0.02 -0.97 4.89
O 1.06 -0.78 5.48
N -0.01 -1.72 3.78
N -1.11 -0.60 5.36
H -0.81 -2.31 3.59
H 0.95 -2.04 3.72
H -1.84 -1.13 4.91
H -1.20 -0.07 6.22
C 2.71 -3.32 2.69
O 2.41 -3.72 1.55
N 1.88 -3.57 3.70
N 3.84 -2.96 3.11
H 2.28 -3.78 4.60
H 1.02 -3.99 3.39
H 4.68 -2.80 2.57
H 4.06 -2.65 4.05
C -1.45 4.51 -4.94
O -1.00 5.45 -5.53
N -1.53 4.35 -3.67
N -1.95 3.47 -5.56
H -1.71 3.40 -3.38
H -1.28 5.08 -3.02
H -2.57 2.85 -5.06
H -2.09 3.58 -6.55
```

***

[4]
DFT (ωB97M-V/def2-TZVPD) results for a cluster of 2 separate species, H4N2O2S in total at a distorted geometry.

gap between HOMO and LUMO	10.763	eV
multiplicity	1
energy	-17972.5187	eV

Structure (XYZ):
```
9
H4N2O2S ωB97M-V/def2-TZVPD
N -0.69 -1.22 -0.19
N -0.88 1.30 0.75
O 2.13 -0.18 -0.37
O -2.71 0.29 -0.59
S -1.43 0.11 -0.06
H 0.34 -1.17 -0.17
H -1.58 2.05 0.70
H 2.62 -0.86 -0.70
H 2.18 -0.32 0.63
```

***

[5]
DFT (ωB97M-V/def2-TZVPD) results for a structure of composition C43H55Br2N6O4P3SW at a distorted geometry.

gap between HOMO and LUMO (spin up / spin down)	3.849 / 3.357	eV
⟨S²⟩	2.020
charge	+4
multiplicity	3
energy	-243188.9689	eV

Structure (XYZ):
```
115
C43H55Br2N6O4P3SW ωB97M-V/def2-TZVPD
W 0.19 0.64 0.43
Br 0.23 3.40 0.97
C -1.04 4.66 0.12
Br -2.25 3.67 -0.99
H -0.44 5.35 -0.49
H -1.59 5.18 0.90
C 0.44 -0.56 -8.21
S 1.50 -0.48 -6.75
C 0.98 -1.96 -5.82
C 0.11 -1.63 -4.61
C 0.86 -0.73 -3.63
N 0.12 -0.45 -2.39
P 0.12 -1.40 -0.95
C 1.45 -2.60 -1.24
C 2.78 -2.17 -1.24
C 3.79 -3.04 -1.59
C 3.49 -4.34 -1.96
C 2.17 -4.78 -1.96
C 1.15 -3.91 -1.60
C -1.37 -2.41 -0.87
C -1.52 -3.05 0.36
C -2.51 -4.01 0.53
C -3.35 -4.32 -0.54
C -3.22 -3.64 -1.74
C -2.24 -2.69 -1.92
P -0.48 1.13 -2.03
C -1.49 1.41 -3.52
C -1.02 2.06 -4.66
C -1.84 2.12 -5.78
C -3.09 1.53 -5.78
C -3.55 0.87 -4.64
C -2.74 0.80 -3.52
C 0.97 2.23 -2.09
C 2.07 1.77 -1.34
C 3.18 2.59 -1.16
C 3.17 3.89 -1.66
C 2.05 4.37 -2.33
C 0.95 3.55 -2.55
H 0.72 0.28 -8.85
H -0.60 -0.48 -7.91
H 0.62 -1.49 -8.73
H 1.91 -2.44 -5.49
H 0.46 -2.63 -6.50
H -0.16 -2.56 -4.12
H -0.81 -1.13 -4.94
H 1.07 0.23 -4.10
H 1.81 -1.20 -3.38
H 3.03 -1.15 -0.97
H 4.81 -2.70 -1.59
H 4.28 -5.01 -2.25
H 1.94 -5.79 -2.26
H 0.13 -4.26 -1.59
H -0.84 -2.80 1.17
H -2.62 -4.52 1.47
H -4.10 -5.08 -0.43
H -3.89 -3.89 -2.56
H -2.14 -2.16 -2.86
H -0.05 2.52 -4.70
H -1.49 2.63 -6.67
H -3.71 1.57 -6.66
H -4.53 0.42 -4.63
H -3.06 0.27 -2.64
H 2.10 0.71 -1.03
H 4.05 2.21 -0.65
H 4.03 4.52 -1.53
H 2.03 5.38 -2.68
H 0.09 3.92 -3.08
C 2.04 1.55 8.96
C 1.55 1.26 7.60
C 1.96 2.01 6.50
C 1.51 1.75 5.22
C 1.99 2.62 4.11
C 0.61 0.65 5.00
C 0.16 0.27 3.72
O 0.19 0.96 2.64
C 0.18 -0.12 6.14
C -0.84 -1.21 6.01
C 0.65 0.20 7.39
H 2.65 2.45 9.00
H 2.62 0.71 9.34
H 1.21 1.66 9.66
H 2.64 2.84 6.65
H 2.95 3.07 4.36
H 1.28 3.43 3.97
H 2.08 2.09 3.16
H -0.26 -0.74 3.64
H -0.47 -2.04 5.42
H -1.75 -0.83 5.56
H -1.09 -1.59 6.99
H 0.30 -0.35 8.24
C -3.55 -1.18 2.60
O -2.28 -0.66 2.15
P -2.12 0.51 1.06
O -2.97 0.16 -0.23
C -4.42 0.19 -0.32
O -2.93 1.77 1.63
C -2.80 2.29 2.96
H -3.92 -1.91 1.89
H -4.30 -0.40 2.74
H -3.34 -1.67 3.55
H -4.68 0.91 -1.10
H -4.88 0.52 0.61
H -4.77 -0.80 -0.59
H -3.55 3.07 3.04
H -1.80 2.72 3.12
H -2.99 1.52 3.70
N 4.73 0.04 2.90
N 3.62 -0.41 2.33
N 3.20 -1.63 2.52
C 2.04 -1.66 1.89
N 1.79 -0.47 1.33
N 2.81 0.32 1.62
H 5.33 -0.67 3.31
H 5.12 0.92 2.58
H 1.43 -2.53 1.84
```

***

[6]
DFT (ωB97M-V/def2-TZVPD) results for a structure of composition C16H16As2Br4O2Pt at a distorted geometry.

gap between HOMO and LUMO (spin up / spin down)	5.544 / 5.543	eV
charge	+2
multiplicity	1
energy	-426022.8662	eV

Structure (XYZ):
```
41
C16H16As2Br4O2Pt ωB97M-V/def2-TZVPD
Pt 0.42 -0.72 1.39
C -0.77 -3.89 -0.50
As -0.83 -1.96 -0.30
C -2.71 -1.50 -0.31
C -0.07 -1.26 -1.95
C -0.75 -1.48 -3.15
C -0.22 -1.00 -4.34
C 0.98 -0.31 -4.34
C 1.65 -0.09 -3.15
C 1.12 -0.56 -1.95
As 2.11 -0.26 -0.30
C 3.75 -1.27 -0.50
C 2.66 1.60 -0.31
H -1.25 -4.15 -1.44
H -1.31 -4.36 0.33
H 0.26 -4.23 -0.50
H -3.19 -1.88 -1.22
H -2.83 -0.42 -0.26
H -3.19 -1.96 0.55
H -1.68 -2.02 -3.15
H -0.76 -1.17 -5.26
H 1.39 0.07 -5.26
H 2.59 0.45 -3.15
H 4.22 -0.99 -1.44
H 3.53 -2.34 -0.50
H 4.43 -1.05 0.32
H 3.22 1.83 -1.22
H 3.30 1.78 0.55
H 1.78 2.24 -0.26
Br -3.09 5.34 3.41
C -2.16 3.74 3.40
C -1.79 3.11 4.66
Br -2.26 3.92 6.26
C -1.10 1.91 4.68
Br -0.62 1.07 6.27
C -0.72 1.25 3.46
O -0.11 0.18 3.46
C -1.11 1.92 2.15
O -0.79 1.36 1.11
C -1.82 3.15 2.20
Br -2.27 3.92 0.56
```

***

[7]
DFT (ωB97M-V/def2-TZVPD) results for a cluster of 3 separate species, C18H34ClFO11P2 in total at a distorted geometry.

gap between HOMO and LUMO	9.531	eV
multiplicity	1
energy	-75561.6470	eV

Structure (XYZ):
```
67
C18H34ClFO11P2 ωB97M-V/def2-TZVPD
C -0.24 -1.89 4.71
C -1.14 -2.59 3.69
F -0.95 -2.00 2.46
C -2.57 -2.38 4.11
C -3.35 -1.34 3.86
Cl -3.05 0.08 3.00
C -4.66 -1.62 4.56
O -5.47 -0.83 4.92
O -4.69 -2.98 4.79
C -3.35 -3.34 4.94
O -2.96 -4.21 5.65
H 0.78 -2.26 4.68
H -0.30 -0.82 4.51
H -0.67 -2.03 5.70
H -0.90 -3.65 3.65
O 3.00 -2.12 -2.82
P 2.56 -3.03 -1.75
O 2.44 -2.25 -0.36
C 1.53 -1.15 -0.25
C 0.08 -1.58 -0.26
O 3.81 -3.98 -1.40
C 5.04 -3.89 -2.13
C 6.00 -2.91 -1.48
O 1.47 -4.18 -1.54
C 0.60 -4.55 -2.63
C 1.35 -4.95 -3.88
H 1.73 -0.44 -1.06
H 1.76 -0.66 0.69
H -0.23 -1.92 -1.26
H -0.57 -0.75 0.02
H -0.08 -2.41 0.43
H 4.85 -3.63 -3.17
H 5.47 -4.90 -2.12
H 5.51 -1.96 -1.27
H 6.85 -2.73 -2.13
H 6.36 -3.31 -0.53
H -0.09 -3.73 -2.84
H 0.00 -5.39 -2.26
H 1.91 -4.10 -4.29
H 0.67 -5.30 -4.65
H 2.08 -5.73 -3.66
O -2.16 3.43 -1.44
P -1.23 4.25 -0.65
O -0.33 3.33 0.31
C 0.51 2.33 -0.27
C 1.71 2.92 -1.00
O -2.11 5.00 0.48
C -3.53 4.85 0.53
C -3.91 3.68 1.41
O -0.25 5.49 -0.88
C -0.14 6.09 -2.19
C -1.47 6.54 -2.74
H -0.07 1.70 -0.94
H 0.85 1.71 0.56
H 1.40 3.40 -1.93
H 2.43 2.14 -1.25
H 2.20 3.68 -0.38
H -3.94 4.73 -0.47
H -3.93 5.77 0.93
H -3.33 2.79 1.15
H -4.97 3.45 1.32
H -3.70 3.91 2.46
H 0.34 5.38 -2.88
H 0.53 6.94 -2.08
H -2.14 5.69 -2.92
H -1.34 7.06 -3.69
H -1.97 7.20 -2.04
```

***

[8]
DFT (ωB97M-V/def2-TZVPD) results for the molecule C4H6N2.

gap between HOMO and LUMO	9.097	eV
multiplicity	1
energy	-7225.1244	eV

Structure (XYZ):
```
12
C4H6N2 ωB97M-V/def2-TZVPD
N -1.24 1.58 0.47
C -0.49 0.40 0.20
C -0.71 -0.83 -0.37
C 0.57 -1.45 -0.55
C 1.52 -0.61 -0.03
N 0.86 0.50 0.44
H -1.38 2.13 -0.37
H -2.14 1.44 0.91
H -1.64 -1.36 -0.56
H 0.79 -2.36 -1.10
H 2.56 -0.79 0.19
H 1.30 1.35 0.77
```

***

[9]
DFT (ωB97M-V/def2-TZVPD) results for the molecule C4H4O at a distorted geometry.

gap between HOMO and LUMO	10.611	eV
multiplicity	1
energy	-6257.0088	eV

Structure (XYZ):
```
9
C4H4O ωB97M-V/def2-TZVPD
C -1.95 0.00 0.08
C 0.32 -0.10 0.57
C -0.73 0.81 -0.13
C -0.72 -0.75 -0.27
O -3.12 -0.04 0.09
H 1.25 -0.03 0.11
H 0.54 -0.33 1.67
H -0.46 1.77 -0.70
H -0.34 -1.31 -1.16
```

***

[10]
DFT (ωB97M-V/def2-TZVPD) results for a cluster of 2 separate species, C5H14 in total at a distorted geometry.

gap between HOMO and LUMO	11.915	eV
multiplicity	1
energy	-5411.2231	eV

Structure (XYZ):
```
19
C5H14 ωB97M-V/def2-TZVPD
C -1.78 1.22 -2.08
C -1.69 -0.24 -1.69
H -1.40 1.81 -1.23
H -1.07 1.53 -2.85
H -2.77 1.61 -2.25
H -2.04 -0.91 -2.47
H -2.27 -0.45 -0.79
H -0.69 -0.52 -1.38
C 1.17 -0.46 1.96
C 1.36 -1.64 1.02
C 1.21 0.88 1.21
H 0.23 -0.51 2.52
H 1.77 -0.50 2.88
H 2.35 -2.08 1.00
H 1.88 1.61 1.69
H 1.39 -1.22 0.01
H 0.61 -2.43 0.96
H 1.39 0.77 0.15
H 0.33 1.52 1.35
```